# 1
An isolated molecule of C19H21NOS, computed with wB97M-V/def2-TZVPD.

Last column: Mulliken charge in e.
CARTESIAN COORDINATES (ANGSTROEM)
O: 2.89892 1.06749 0.96325  -0.620
S: -0.27986 -0.48260 -1.12322  -0.214
C: 2.01706 0.31087 0.41831  0.413
C: 3.25257 -3.08870 1.07630  -0.871
C: 3.36966 -1.68278 0.72431  -0.696
C: 1.90697 -3.29658 1.14400  -0.538
C: 2.14178 -1.12152 0.68068  -0.017
C: 0.13636 4.25302 1.17002  0.625
C: 0.89359 3.27962 0.55978  -0.639
C: -2.96338 -1.94711 1.74510  -0.725
C: -2.10514 -2.71094 2.53669  -0.635
C: -2.34341 -1.23276 0.67675  -0.306
C: -0.74909 -2.75066 2.19411  -0.920
C: -0.99855 -1.10308 0.41740  0.251
C: -0.17883 -1.88638 1.19632  0.915
N: 1.17404 -2.06360 0.94679  0.288
C: -1.31368 3.94450 1.51058  -1.203
C: 0.88563 5.54206 1.68264  -1.253
C: 2.47664 0.57797 -2.65442  -1.374
C: 0.11902 1.93064 0.14424  -1.498
C: 1.52679 1.43215 -1.85469  -1.228
C: 0.99946 0.81010 -0.59576  1.615
H: 4.13226 -3.77771 1.22862  0.371
H: 4.22427 -1.18222 0.50174  0.644
H: 1.45658 -4.23488 1.27337  0.526
H: 1.93742 3.24872 0.29152  0.345
H: -4.01058 -1.80401 1.87117  0.428
H: -2.54526 -3.33914 3.32234  0.355
H: -3.02435 -0.78060 -0.03418  0.373
H: -0.06185 -3.41348 2.71048  0.453
H: -1.91158 3.01183 1.21692  0.281
H: -1.51244 4.27398 2.54685  0.299
H: -1.89413 4.54361 0.79957  0.341
H: 1.03200 5.49428 2.76525  0.274
H: 0.29714 6.37456 1.48893  0.387
H: 1.76752 5.50233 1.05893  0.332
H: 2.20751 -0.44098 -2.60633  0.331
H: 3.39818 0.77255 -2.12270  0.340
H: 2.69328 0.90522 -3.64631  0.432
H: -0.80792 2.16860 -0.47452  0.602
H: -0.14230 1.51305 1.14754  0.600
H: 1.93029 2.48366 -1.64618  0.208
H: 0.72203 1.65354 -2.49756  0.706

Forces on atoms 1 to 2 (eV/Å):
O -3.3 -2.1 -2.3
S 0.1 0.3 0.5

Output
Energy relative to the best compared isomer or geometry (same formula, charge and spin), kJ/mol: 196.9
LUMO energy, eV: 0.23
SMILES string: CC[C@@]1(CC=C(C)C)Sc2ccccc2-n2cccc2C1=O
F_max, eV/Å: 4.6
Energy, Ha: -1264.66901

# 2
An isolated molecule of C19H21NOS2, computed with wB97M-V/def2-TZVPD.

Last column: Mulliken charge in e.
CARTESIAN COORDINATES (ANGSTROEM)
C: -0.22220 0.00996 -5.31308  -0.458
C: -1.23573 1.03002 -4.77467  -0.563
C: -1.53728 0.63774 -3.31457  -0.592
N: -0.69169 -0.52429 -3.03180  0.203
C: -0.73640 -1.27538 -1.89435  0.296
S: -1.45448 -0.51562 -0.48282  -0.314
S: -0.17959 -2.84694 -1.89850  -0.320
C: -0.03531 -1.05654 -4.21430  -0.837
H: -0.60163 -0.45561 -6.23298  0.257
H: 0.73506 0.48910 -5.54317  0.273
H: -0.86002 2.05479 -4.83052  0.281
H: -2.15390 0.98484 -5.37286  0.261
H: -1.32089 1.47553 -2.64993  0.340
H: -2.60100 0.38054 -3.19091  0.338
H: -0.48399 -2.02242 -4.49481  0.433
H: 1.03255 -1.24446 -4.04758  0.295
C: 4.49460 2.83498 1.54750  -0.811
O: 4.15993 1.72900 0.69143  -0.439
C: 3.08756 0.95332 0.99994  0.884
C: 2.69690 0.05317 -0.01364  -0.903
C: 1.55554 -0.68005 0.16878  -0.051
C: 0.69018 -0.47479 1.24147  -0.266
C: -0.68703 -1.10296 1.12341  0.241
C: -1.65150 -0.95086 2.29956  0.187
C: -2.36360 -2.06929 2.76360  -0.491
C: -3.11378 -1.98498 3.94232  -0.583
C: -3.19667 -0.77542 4.65175  -0.427
C: -2.52617 0.34618 4.15667  -0.742
C: -1.82205 0.26917 2.94664  -0.244
C: 1.17170 0.27435 2.32887  -0.594
C: 2.36806 0.98508 2.21587  -0.698
H: 5.37186 3.25583 1.05547  0.250
H: 3.67180 3.56564 1.57993  0.340
H: 4.74108 2.49425 2.56478  0.302
H: 3.30607 -0.01072 -0.91745  0.434
H: 1.32801 -1.44099 -0.58126  0.239
H: -0.58229 -2.19376 0.95402  0.546
H: -2.30712 -3.00682 2.20322  0.374
H: -3.68465 -2.85418 4.28844  0.359
H: -3.77932 -0.69951 5.58097  0.362
H: -2.58503 1.30925 4.66714  0.357
H: -1.35607 1.14887 2.50396  0.603
H: 0.62884 0.32278 3.27253  0.579
H: 2.72964 1.58118 3.05094  0.299

Forces on atoms 1 to 2 (eV/Å):
C 0.0 -0.2 0.0
C -0.4 -0.1 -0.1

Output
Energy relative to the best compared isomer or geometry (same formula, charge and spin), kJ/mol: 0.0
LUMO energy, eV: 0.42
SMILES string: COc1ccc([C@H](SC(=S)N2CCCC2)c2ccccc2)cc1
F_max, eV/Å: 1.7
Energy, Ha: -1662.94290

# 3
A cluster of 2 separate species, C19H22BFN5O5S2 in total, computed with wB97M-V/def2-TZVPD.

Last column: Mulliken charge in e.
CARTESIAN COORDINATES (ANGSTROEM)
C: -2.15285 3.57105 -3.20109  -1.228
C: -1.39321 2.36459 -2.68991  0.522
O: -0.73459 2.44970 -1.67789  -0.456
N: -1.46506 1.15490 -3.50327  0.036
C: -0.09608 0.66016 -3.66653  -0.700
N: -2.35649 0.16968 -2.93543  0.347
C: -3.15759 0.51201 -1.78961  -0.179
O: -4.19345 1.13330 -1.81967  -0.566
C: -2.42685 -0.12066 -0.62772  0.394
C: -2.43828 0.12948 0.69723  0.422
F: -3.23451 1.08386 1.17791  -0.413
C: -1.61043 -0.60496 1.51463  0.595
C: -1.58969 -0.30921 2.99032  -1.941
C: -0.80594 -1.57989 0.95963  0.966
C: 0.14380 -2.37522 1.82271  -1.727
C: 1.63293 -1.98954 1.55893  -1.083
C: 1.81854 -0.52802 1.16537  0.238
S: 3.57941 -0.27087 0.70522  -0.195
C: 3.59971 1.48978 0.39049  0.253
S: 3.75749 2.13404 -1.07964  -0.256
N: 3.48327 2.31786 1.53580  0.120
C: 3.94089 1.93357 2.76271  -0.268
C: 3.61556 2.97154 3.58138  -0.411
N: 3.01027 3.94978 2.85599  -0.696
C: 2.92008 3.56133 1.63252  0.018
C: -0.82013 -1.88073 -0.39738  -0.800
B: 0.05940 -2.99716 -1.10471  0.856
N: -0.43388 -4.35102 -1.26075  -0.705
O: 1.30749 -2.60455 -1.60026  -0.652
C: -1.63977 -1.12876 -1.17653  1.394
C: -1.87797 -1.14488 -2.66639  -0.346
O: -1.69470 -2.05418 -3.44239  -0.578
H: -2.22641 4.33596 -2.43531  0.337
H: -3.11615 3.23133 -3.58513  0.318
H: -1.57579 3.98212 -4.03715  0.326
H: 0.48894 1.50182 -4.04812  0.355
H: 0.39345 0.36509 -2.73039  0.181
H: -0.02439 -0.10948 -4.43375  0.293
H: -0.80602 0.42323 3.21647  0.278
H: -1.40644 -1.25710 3.52990  0.304
H: -2.56999 0.06672 3.28252  0.378
H: 0.02057 -3.43136 1.57328  0.303
H: -0.06531 -2.28354 2.88181  0.490
H: 2.07830 -2.63198 0.79482  0.449
H: 2.18549 -2.14023 2.49028  0.616
H: 1.23638 -0.21946 0.29646  -0.233
H: 1.53493 0.13810 1.98609  0.380
H: 4.43780 1.03018 3.05391  0.462
H: 3.83263 2.95555 4.63651  0.378
H: 2.49377 4.10124 0.80845  0.393
H: -1.28402 -4.40162 -0.70189  0.332
H: -0.75377 -4.47988 -2.21978  0.313
H: 1.27908 -2.51939 -2.55892  0.291
O: -1.98920 -3.26990 3.66613  -1.034
H: -2.91122 -3.03440 3.82214  0.128

Forces on atoms 1 to 2 (eV/Å):
C 0.2 -0.8 -0.5
C -0.1 1.0 1.3

Output
LUMO energy, eV: 1.14
Total charge: -1
F_max, eV/Å: 2.7
Energy, Ha: -2308.29653

# 4
A structure of composition C19H22ClMnN, computed with wB97M-V/def2-TZVPD.

Last column: Mulliken charge in e.
CARTESIAN COORDINATES (ANGSTROEM)
C: -1.00816 -2.44355 1.01094  -0.421
C: -0.96427 -2.47455 -0.43198  -0.881
C: -2.28210 -2.18557 -0.93158  -0.532
H: -0.08878 -2.74171 -1.02116  0.467
C: -3.13845 -1.97694 0.19184  -0.175
C: -2.35747 -2.09760 1.38053  -0.828
H: -2.69511 -1.95065 2.40921  0.349
H: -0.22524 -2.77454 1.68075  0.631
H: -2.57596 -2.19868 -1.98282  0.475
H: -4.20283 -1.73315 0.15847  0.378
Mn: -1.29146 -0.43088 0.29001  -0.447
Cl: -2.40232 0.79765 1.83929  -0.606
C: -1.66046 2.55917 -4.19563  -0.619
C: -2.89172 1.92719 -4.55767  -0.552
C: -2.58038 0.68822 -5.20217  -0.536
H: -3.89194 2.33386 -4.40326  0.363
C: -1.15637 0.55541 -5.24083  -0.539
C: -0.58744 1.70884 -4.61272  -0.483
H: 0.47748 1.92152 -4.50963  0.422
H: -1.55548 3.53321 -3.71734  0.345
H: -3.30076 -0.01372 -5.62489  0.355
H: -0.60095 -0.26289 -5.70064  0.346
C: 1.94732 -0.25370 4.92108  -1.032
N: 1.81471 0.31777 3.59641  0.172
C: 1.37488 1.69056 3.58554  -0.968
C: 1.17223 -0.53343 2.60917  -0.715
C: 1.55243 -0.13182 1.19798  0.801
C: 2.92726 0.04728 0.93676  -0.459
C: 3.37212 0.37083 -0.35261  -0.595
C: 2.45106 0.56129 -1.38614  -0.248
C: 1.07743 0.43266 -1.12920  -0.281
C: 0.65684 0.03687 0.13672  -0.134
H: 2.54312 0.41622 5.55212  0.340
H: 2.46899 -1.21427 4.84374  0.275
H: 0.97953 -0.42961 5.42770  0.317
H: 1.48451 2.09644 2.57548  0.277
H: 0.31838 1.80608 3.90668  0.292
H: 2.00447 2.27227 4.27016  0.341
H: 1.55099 -1.55607 2.80694  0.351
H: 0.07040 -0.52249 2.72324  0.395
H: 3.61533 -0.06896 1.78480  0.285
H: 4.44874 0.48955 -0.52209  0.299
H: 2.80185 0.79762 -2.38911  0.403
H: 0.34758 0.63422 -1.92411  0.372

Forces on atoms 1 to 2 (eV/Å):
C -1.4 -1.3 -0.8
C -0.7 -1.5 0.3

Output
Multiplicity: 6
Energy relative to the best compared isomer or geometry (same formula, charge and spin), kJ/mol: 0.0
LUMO energy (spin up / spin down), eV: 4.77 / 4.76
Total charge: -2
F_max, eV/Å: 2.2
Energy, Ha: -2403.08056
<S²>: 8.76